# 1
Here is a structure of composition C26H20BrClN2O2PS4Sr from the OMol25 dataset. Energies are from ωB97M-V/def2-TZVPD.

```
! wB97M-V def2-TZVPD RIJCOSX def2/J DEFGRID3
* xyz -2 2
Sr 0.21 -0.59 -0.55
S 0.85 -1.65 -5.53
C 0.66 -1.29 -3.90
S 1.21 -2.38 -2.68
S -0.08 0.20 -3.42
Br 4.00 0.25 -0.93
C 3.80 -1.20 0.28
C 4.92 -1.92 0.65
C 4.73 -2.99 1.51
C 3.45 -3.28 1.95
C 2.40 -2.48 1.53
N 2.58 -1.46 0.68
C 0.96 -2.83 1.94
O 0.84 -3.69 2.81
O 0.07 -2.22 1.30
H 5.90 -1.65 0.27
H 5.57 -3.60 1.81
H 3.22 -4.10 2.61
Cl -2.44 1.81 -1.09
C -2.84 2.84 0.23
C -4.18 2.93 0.59
C -4.57 3.75 1.63
C -3.62 4.49 2.31
C -2.28 4.40 1.95
C -1.86 3.57 0.91
P -0.05 3.31 0.58
C 0.75 4.71 1.46
C 0.91 4.63 2.85
C 1.65 5.60 3.52
C 2.23 6.65 2.83
C 2.09 6.73 1.45
C 1.36 5.76 0.77
C 0.15 3.75 -1.16
C 1.13 3.08 -1.89
C 1.33 3.40 -3.23
C 0.58 4.39 -3.83
C -0.39 5.07 -3.09
C -0.61 4.74 -1.77
H -4.90 2.34 0.04
H -5.62 3.81 1.91
H -3.90 5.14 3.13
H -1.55 4.98 2.49
H 0.49 3.79 3.38
H 1.77 5.53 4.59
H 2.80 7.41 3.36
H 2.55 7.53 0.90
H 1.27 5.82 -0.31
H 1.70 2.30 -1.41
H 2.04 2.83 -3.81
H 0.71 4.62 -4.88
H -1.00 5.83 -3.57
H -1.38 5.26 -1.20
N -2.38 -1.35 0.33
H -2.90 -2.06 -0.17
H -3.04 -0.82 0.89
H -1.76 -1.86 0.97
S 0.34 1.28 2.61
C 0.42 1.72 0.95
*
```

Values from the calculation:
E_LUMO (spin up / spin down)	4.10 / 4.10	eV
gap between HOMO and LUMO (spin up / spin down)	4.9 / 5.0	eV

=====

# 2
Here is a structure of composition C26H20BrFeN4OS3 from the OMol25 dataset. Energies are from ωB97M-V/def2-TZVPD.

```
! wB97M-V def2-TZVPD RIJCOSX def2/J DEFGRID3
* xyz -1 1
Fe 1.76 0.17 -0.16
C -5.57 1.77 -0.40
C -4.05 1.84 -0.24
C -3.51 2.94 -1.17
C -3.74 2.21 1.21
C -3.37 0.52 -0.59
C -4.07 -0.60 -1.04
C -3.42 -1.79 -1.35
C -2.04 -1.84 -1.21
S -0.96 -3.18 -1.47
C 0.37 -2.17 -0.99
N 0.06 -0.93 -0.70
C -1.32 -0.72 -0.79
C -1.99 0.45 -0.46
C 1.73 -2.61 -0.83
C 2.14 -3.93 -1.05
C 3.45 -4.28 -0.80
C 4.33 -3.31 -0.32
C 3.92 -2.00 -0.12
C 2.61 -1.61 -0.41
H -6.01 2.73 -0.14
H -6.01 1.01 0.25
H -5.86 1.55 -1.43
H -3.98 3.90 -0.93
H -3.73 2.70 -2.21
H -2.43 3.05 -1.07
H -4.23 3.15 1.48
H -2.67 2.34 1.37
H -4.09 1.44 1.90
H -5.14 -0.57 -1.15
H -3.98 -2.65 -1.69
H -1.40 1.30 -0.15
H 1.43 -4.67 -1.40
H 3.79 -5.30 -0.97
H 5.35 -3.58 -0.11
H 4.63 -1.27 0.23
O -0.54 1.22 4.67
C 0.18 0.66 3.66
C 0.81 -0.58 3.83
C 1.52 -1.12 2.77
N 1.57 -0.42 1.65
C 0.99 0.72 1.48
Br 0.74 2.37 -0.87
C 0.25 1.35 2.46
H -0.52 0.65 5.44
H 0.75 -1.11 4.77
H 2.03 -2.07 2.81
H -0.23 2.30 2.31
S 3.78 1.24 0.20
C 4.08 0.99 -1.47
S 2.73 0.28 -2.24
C 5.26 1.31 -2.12
C 5.43 1.05 -3.51
N 5.57 0.83 -4.64
C 6.36 1.89 -1.43
N 7.25 2.36 -0.87
*
```

Values from the calculation:
E_LUMO	1.95	eV
gap between HOMO and LUMO	6.4	eV

=====

# 3
Here is a structure of composition C26H20Cl5N7O5RuSe in a non-equilibrium geometry from the OMol25 dataset. Energies are from ωB97M-V/def2-TZVPD.

```
! wB97M-V def2-TZVPD RIJCOSX def2/J DEFGRID3
* xyz 1 2
Ru 0.32 0.48 -0.01
O 4.87 1.31 3.88
C 5.13 0.22 3.19
O 6.06 -0.50 3.40
C 4.19 -0.12 2.07
C 4.37 -1.23 1.28
N 3.36 -1.25 0.39
N 2.53 -0.21 0.56
C 3.01 0.47 1.58
C 2.25 1.68 1.98
O 2.67 2.37 2.90
O 1.20 1.91 1.28
H 4.06 1.78 3.58
H 5.14 -1.98 1.32
H 3.17 -1.94 -0.32
Cl -3.93 6.49 0.69
C -3.26 4.91 0.74
C -2.19 4.58 -0.07
Cl -1.52 5.73 -1.14
C -1.67 3.29 -0.03
Cl -0.40 2.85 -1.08
C -2.12 2.29 0.83
O -1.58 1.07 0.89
C -3.24 2.66 1.62
Cl -3.96 1.48 2.65
C -3.79 3.93 1.57
Cl -5.15 4.31 2.55
N 0.83 -0.70 -3.40
C 1.81 0.20 -3.01
C 2.95 0.31 -3.81
C 3.90 1.25 -3.48
C 3.70 2.06 -2.36
C 2.56 1.86 -1.62
N 1.63 0.92 -1.93
C -0.50 -0.74 -3.00
C -1.44 -1.17 -3.94
C -2.77 -1.22 -3.59
C -3.13 -0.90 -2.29
C -2.15 -0.53 -1.41
N -0.84 -0.43 -1.75
H 1.01 -1.16 -4.27
H 3.07 -0.32 -4.68
H 4.80 1.35 -4.07
H 4.40 2.82 -2.07
H 2.36 2.46 -0.74
H -1.12 -1.41 -4.94
H -3.51 -1.51 -4.32
H -4.16 -0.94 -1.96
H -2.38 -0.28 -0.38
C -2.02 -1.22 3.37
N -2.20 -2.33 2.44
C -3.24 -3.22 2.42
C -2.97 -4.12 1.45
N -1.77 -3.76 0.88
C -1.08 -4.47 -0.19
C -1.32 -2.65 1.49
Se 0.32 -1.80 1.17
H -2.69 -1.37 4.22
H -2.24 -0.29 2.89
H -0.99 -1.20 3.72
H -4.07 -3.16 3.11
H -3.52 -4.99 1.13
H -1.65 -5.36 -0.44
H -0.08 -4.75 0.14
H -0.99 -3.83 -1.06
*
```

Values from the calculation:
E_LUMO (spin up / spin down)	-4.36 / -3.84	eV
gap between HOMO and LUMO (spin up / spin down)	6.2 / 6.7	eV

=====

# 4
Here is a cluster of 6 separate species, C26H20Cl8F4 in total in a non-equilibrium geometry from the OMol25 dataset. Energies are from ωB97M-V/def2-TZVPD.

```
! wB97M-V def2-TZVPD RIJCOSX def2/J DEFGRID3
* xyz 0 1
Cl 2.92 1.93 4.72
C 4.56 1.42 4.26
Cl 4.51 0.73 2.65
Cl 5.62 2.85 4.26
Cl 5.17 0.25 5.42
Cl 2.48 4.65 -0.10
C 1.87 3.04 -0.51
Cl 2.44 1.91 0.71
Cl 0.11 3.09 -0.62
Cl 2.52 2.58 -2.10
F 4.43 0.06 -2.80
C 3.78 -0.86 -2.06
C 3.90 -0.78 -0.68
C 3.34 -1.79 0.09
C 2.62 -2.82 -0.50
C 2.54 -2.88 -1.88
C 3.13 -1.90 -2.67
H 4.48 0.01 -0.24
H 3.48 -1.71 1.17
H 2.01 -3.47 0.11
H 2.01 -3.70 -2.35
H 3.03 -1.96 -3.75
F -0.69 -1.97 0.85
C -0.74 -1.72 -0.48
C -1.48 -2.55 -1.30
C -1.47 -2.28 -2.67
C -0.67 -1.30 -3.21
C 0.16 -0.56 -2.37
C 0.15 -0.82 -1.01
H -1.96 -3.45 -0.93
H -2.09 -2.89 -3.31
H -0.66 -1.07 -4.27
H 0.81 0.20 -2.78
H 0.85 -0.36 -0.31
F -2.93 0.45 0.50
C -3.44 0.21 -0.72
C -4.32 -0.84 -0.89
C -4.86 -1.10 -2.14
C -4.50 -0.30 -3.22
C -3.61 0.75 -3.03
C -3.12 1.05 -1.77
H -4.60 -1.46 -0.04
H -5.52 -1.94 -2.26
H -4.89 -0.50 -4.21
H -3.33 1.43 -3.83
H -2.44 1.87 -1.57
F -2.97 0.13 5.06
C -2.13 0.83 4.26
C -1.17 0.16 3.54
C -0.30 0.89 2.74
C -0.40 2.27 2.69
C -1.40 2.93 3.40
C -2.28 2.20 4.18
H -1.09 -0.92 3.59
H 0.47 0.38 2.19
H 0.24 2.92 2.11
H -1.53 4.00 3.31
H -3.04 2.71 4.76
*
```

Values from the calculation:
SMILES	ClC(Cl)(Cl)Cl.ClC(Cl)(Cl)Cl.Fc1ccccc1.Fc1ccccc1.Fc1ccccc1.Fc1ccccc1
E_LUMO	0.21	eV
gap between HOMO and LUMO	9.1	eV

=====

# 5
Here is a structure of composition C26H21BCl2F2NORe from the OMol25 dataset. Energies are from ωB97M-V/def2-TZVPD.

```
! wB97M-V def2-TZVPD RIJCOSX def2/J DEFGRID3
* xyz 1 2
Re -1.15 0.06 0.23
C -4.37 -1.00 0.62
C -3.46 0.11 0.21
C -3.00 1.06 1.19
C -2.18 2.14 0.87
C -1.76 3.11 1.93
C -1.65 2.21 -0.43
C -2.10 1.29 -1.44
C -1.66 1.46 -2.87
C -3.05 0.30 -1.12
H -3.78 -1.85 0.96
H -5.00 -1.32 -0.20
H -5.00 -0.68 1.45
H -3.31 0.94 2.22
H -0.78 2.85 2.33
H -2.47 3.10 2.76
H -1.70 4.12 1.53
H -0.96 3.00 -0.71
H -1.47 0.49 -3.33
H -0.75 2.06 -2.93
H -2.45 1.96 -3.42
H -3.41 -0.37 -1.89
Cl -1.89 -3.98 3.17
C -0.64 -2.81 3.28
C 0.34 -2.94 4.29
C 1.35 -2.03 4.42
Cl 2.54 -2.23 5.66
C 1.45 -0.92 3.53
C 2.43 0.08 3.54
C 2.38 1.08 2.59
C 1.37 1.09 1.64
N 0.40 0.17 1.63
C 0.45 -0.83 2.55
C -0.60 -1.76 2.40
O -1.45 -1.53 1.42
H 0.29 -3.78 4.97
H 3.22 0.05 4.28
H 3.13 1.86 2.57
H 1.32 1.84 0.86
F 0.14 -2.51 -0.69
B -0.56 -1.52 -1.24
F -1.18 -1.75 -2.40
C 0.37 0.09 -1.14
C 1.30 0.01 -1.94
C 2.36 -0.11 -2.88
C 2.40 -1.19 -3.76
C 3.44 -1.31 -4.67
C 4.44 -0.34 -4.70
C 4.41 0.73 -3.83
C 3.37 0.85 -2.92
H 1.62 -1.94 -3.73
H 3.47 -2.15 -5.35
H 5.25 -0.44 -5.41
H 5.19 1.48 -3.86
H 3.34 1.69 -2.23
*
```

Values from the calculation:
E_LUMO (spin up / spin down)	-3.38 / -4.75	eV
gap between HOMO and LUMO (spin up / spin down)	7.1 / 6.2	eV

=====

# 6
Here is a structure of composition C26H21BaN6O4P in a non-equilibrium geometry from the OMol25 dataset. Energies are from ωB97M-V/def2-TZVPD.

```
! wB97M-V def2-TZVPD RIJCOSX def2/J DEFGRID3
* xyz 0 1
Ba 1.25 0.72 -0.89
O -2.69 2.79 -1.53
C -1.53 2.49 -1.27
O -0.81 1.60 -1.81
C -0.84 3.25 -0.12
C -1.41 4.32 0.55
C -0.70 4.90 1.60
C 0.55 4.40 1.95
C 1.04 3.32 1.23
N 0.36 2.79 0.23
C 2.39 2.64 1.53
O 3.02 3.00 2.52
O 2.70 1.72 0.70
H -2.39 4.68 0.25
H -1.12 5.74 2.13
H 1.13 4.81 2.76
N 4.55 1.16 -4.44
C 4.21 1.37 -3.16
N 3.06 0.78 -2.90
C 2.74 0.20 -4.09
N 3.62 0.41 -5.05
C 1.52 -0.57 -4.31
C 1.12 -0.96 -5.59
N 0.00 -1.63 -5.79
C -0.73 -1.91 -4.73
C -0.34 -1.54 -3.45
N 0.79 -0.88 -3.23
H 5.36 1.47 -4.94
H 4.80 1.95 -2.47
H 1.73 -0.71 -6.45
H -1.66 -2.45 -4.89
H -0.94 -1.78 -2.58
C -2.61 -0.08 0.65
P -0.91 -0.62 1.05
C -0.86 -0.48 2.87
C -1.77 -1.13 3.70
C -1.71 -0.96 5.07
C -0.72 -0.15 5.63
C 0.20 0.49 4.81
C 0.13 0.32 3.43
C -0.97 -2.43 0.80
C 0.04 -3.21 1.36
C 0.10 -4.57 1.12
C -0.85 -5.17 0.29
C -1.85 -4.40 -0.27
C -1.92 -3.04 -0.02
H -2.74 -0.02 -0.43
H -2.72 0.93 1.04
H -3.36 -0.73 1.10
H -2.53 -1.77 3.27
H -2.42 -1.47 5.71
H -0.68 -0.03 6.70
H 0.97 1.12 5.24
H 0.86 0.82 2.80
H 0.78 -2.75 2.01
H 0.88 -5.17 1.57
H -0.80 -6.24 0.10
H -2.60 -4.86 -0.91
H -2.71 -2.46 -0.46
*
```

Values from the calculation:
E_LUMO	-0.45	eV
gap between HOMO and LUMO	8.3	eV

=====

# 7
Here is a structure of composition C26H21BrIN2O4Ru from the OMol25 dataset. Energies are from ωB97M-V/def2-TZVPD.

```
! wB97M-V def2-TZVPD RIJCOSX def2/J DEFGRID3
* xyz 0 2
Ru 0.49 -0.64 -0.14
C -1.81 2.43 -2.69
C -1.80 2.70 -1.22
N -2.55 3.65 -0.73
C -2.52 3.88 0.60
C -1.75 3.18 1.48
C -1.83 3.52 2.95
O -0.60 3.98 3.49
C -0.94 2.12 0.98
C -0.09 1.44 1.94
N 0.46 0.28 1.83
C 1.20 -0.22 2.95
C 1.28 0.45 4.17
C 2.00 -0.06 5.24
C 2.66 -1.27 5.13
C 2.57 -1.98 3.94
C 1.85 -1.45 2.88
I 1.70 -2.63 1.17
C -0.95 1.88 -0.39
O -0.22 0.99 -1.00
H -2.50 3.12 -3.18
H -2.12 1.40 -2.89
H -0.81 2.54 -3.11
H -3.17 4.67 0.96
H -2.10 2.64 3.54
H -2.62 4.26 3.09
H -0.29 4.72 2.95
H 0.06 2.00 2.85
H 0.77 1.39 4.32
H 2.03 0.50 6.16
H 3.23 -1.67 5.96
H 3.06 -2.93 3.84
Br -2.10 -1.26 0.20
C -2.18 -2.23 -1.43
C -3.40 -2.67 -1.84
C -3.50 -3.43 -3.02
C -2.36 -3.73 -3.72
C -1.09 -3.27 -3.29
C 0.08 -3.61 -4.01
C 1.29 -3.19 -3.58
C 1.40 -2.38 -2.42
C 0.31 -1.97 -1.69
C -0.97 -2.47 -2.12
H -4.29 -2.45 -1.26
H -4.46 -3.78 -3.36
H -2.42 -4.32 -4.63
H -0.02 -4.22 -4.90
H 2.19 -3.46 -4.12
H 2.38 -2.04 -2.13
C 3.88 1.04 -1.96
O 2.64 0.36 -1.73
C 2.34 0.09 -0.43
O 3.08 0.46 0.46
H 3.82 2.06 -1.58
H 4.02 1.05 -3.04
H 4.70 0.53 -1.46
*
```

Values from the calculation:
E_LUMO (spin up / spin down)	-0.52 / -0.73	eV
gap between HOMO and LUMO (spin up / spin down)	7.2 / 7.2	eV

=====

# 8
Here is a structure of composition C26H21CoN5O4 from the OMol25 dataset. Energies are from ωB97M-V/def2-TZVPD.

```
! wB97M-V def2-TZVPD RIJCOSX def2/J DEFGRID3
* xyz 0 2
Co 0.22 -0.48 -0.02
C 4.20 1.10 0.24
C 2.88 0.90 -0.19
N 2.00 0.23 0.52
C 2.36 -0.31 1.72
C 3.66 -0.17 2.22
C 4.59 0.56 1.44
C 4.00 -0.77 3.46
C 3.04 -1.47 4.13
C 1.72 -1.60 3.64
C 1.34 -1.03 2.44
N 0.13 -1.04 1.79
C -1.05 -1.57 2.18
C -1.44 -2.13 3.39
C -2.76 -2.58 3.60
C -3.73 -2.50 2.64
C -3.39 -1.93 1.39
C -4.32 -1.76 0.34
C -3.94 -1.19 -0.84
C -2.60 -0.79 -0.98
N -1.71 -0.93 -0.03
C -2.08 -1.49 1.17
H 4.89 1.65 -0.38
H 2.55 1.29 -1.14
H 5.60 0.67 1.79
H 5.01 -0.68 3.84
H 3.28 -1.95 5.07
H 1.04 -2.20 4.22
H -0.76 -2.21 4.21
H -3.00 -3.01 4.56
H -4.74 -2.85 2.82
H -5.34 -2.10 0.49
H -4.63 -1.06 -1.66
H -2.26 -0.36 -1.92
O 3.15 -3.20 -0.93
C 2.32 -2.33 -1.14
O 1.15 -2.24 -0.65
H 2.62 -1.49 -1.82
O -1.59 3.89 -0.43
C -2.22 3.79 -1.70
N -1.35 4.33 -2.70
C -0.43 3.66 -3.47
O 0.21 4.24 -4.32
C -0.24 2.19 -3.26
C -0.12 1.37 -4.38
C 0.13 0.02 -4.20
C 0.27 -0.47 -2.91
N 0.18 0.32 -1.84
C -0.06 1.63 -2.01
H -2.24 3.75 0.26
H -3.15 4.37 -1.70
H -2.45 2.76 -1.94
H -1.33 5.33 -2.83
H -0.21 1.80 -5.36
H 0.22 -0.65 -5.04
H 0.47 -1.51 -2.69
H -0.11 2.23 -1.11
*
```

Values from the calculation:
E_LUMO (spin up / spin down)	-0.21 / -0.24	eV
gap between HOMO and LUMO (spin up / spin down)	6.6 / 6.7	eV

=====

Values for relative energy (zero: lowest compared OMol25 entry of this formula, charge and spin), kcal per mole, ordered as above
0.5; 1.9; 52.9; 0.0; 7.2; 6.4; 0.0; 24.1